ORCA calculation (ωB97M-V/def2-TZVPD) on a cluster of 2 separate species, C4H12 in total.

Its LUMO energy is 1.1 eV. The calculation puts the total energy at -159.56284 Eh. The value obtained for the frontier orbital gap is 12.40 eV. The maximum force comes out at 0.049 Eh/bohr. For the HOMO energy, the calculation gives -0.4143 Ha. As for the SMILES: CC.CC.

ORCA input file:
```
! wB97M-V def2-TZVPD RIJCOSX def2/J DEFGRID3
* xyz 0 1
C -0.649 -1.188 -1.435
C -1.886 -1.275 -0.601
H -0.580 -2.126 -2.025
H -0.621 -0.433 -2.216
H 0.320 -1.316 -0.950
H -2.069 -0.429 0.061
H -1.749 -1.970 0.248
H -2.748 -1.542 -1.202
C 1.507 1.283 0.283
C 1.040 1.328 1.735
H 1.961 0.291 0.190
H 0.720 1.269 -0.466
H 2.143 2.117 -0.013
H 0.587 0.351 1.925
H 0.289 2.107 1.915
H 1.734 1.533 2.550
*
```

ORCA calculation (ωB97M-V/def2-TZVPD) on a structure of composition C55H62GeINP2Ti.

Its LUMO energy is 4.0 eV. The calculation puts the total energy at -6094.59401 Eh. The value obtained for the frontier orbital gap is 5.50 eV. The maximum force comes out at 0.017 Eh/bohr. For the HOMO energy, the calculation gives -0.0536 Ha.

ORCA input file:
```
! wB97M-V def2-TZVPD RIJCOSX def2/J DEFGRID3
* xyz -2 1
Ti 1.138 1.353 0.647
C 5.476 -1.929 0.722
C 4.053 -1.548 0.311
C 3.084 -2.645 0.733
P 3.563 0.209 0.776
C 4.502 0.576 2.324
C 4.432 2.064 2.657
C 3.952 -0.263 3.480
C 4.381 1.079 -0.576
C 5.767 1.139 -0.712
C 6.391 1.497 -1.894
C 7.886 1.625 -2.003
C 5.551 1.706 -2.988
C 4.179 1.689 -2.873
C 3.518 1.485 -1.630
N 2.156 1.564 -1.449
C 1.461 2.289 -2.425
C 1.969 3.486 -2.962
C 1.336 4.166 -3.983
C 0.138 3.712 -4.526
C -0.541 4.425 -5.667
C -0.434 2.600 -3.932
C 0.173 1.916 -2.878
P -0.788 0.776 -1.863
C -2.591 1.105 -2.086
C -2.922 2.583 -1.845
C -3.344 0.549 -3.293
C -0.428 -0.937 -2.396
C 0.996 -1.314 -1.998
C -0.671 -1.201 -3.882
H 5.706 -2.927 0.335
H 5.582 -1.969 1.808
H 6.222 -1.243 0.324
H 4.041 -1.479 -0.782
H 3.096 -2.804 1.812
H 3.374 -3.584 0.249
H 2.062 -2.419 0.450
H 5.549 0.302 2.153
H 3.402 2.380 2.834
H 4.820 2.686 1.850
H 5.008 2.260 3.567
H 2.932 0.042 3.725
H 4.572 -0.119 4.369
H 3.922 -1.330 3.255
H 6.383 0.896 0.149
H 8.381 1.150 -1.153
H 8.207 2.671 -2.022
H 8.266 1.154 -2.914
H 5.984 1.894 -3.967
H 3.592 1.851 -3.765
H 2.876 3.890 -2.538
H 1.776 5.088 -4.351
H -0.025 5.357 -5.904
H -1.578 4.670 -5.425
H -0.554 3.815 -6.574
H -1.408 2.274 -4.274
H -2.950 0.557 -1.207
H -2.791 3.177 -2.750
H -2.306 3.025 -1.062
H -3.965 2.660 -1.530
H -2.913 0.841 -4.252
H -4.370 0.929 -3.265
H -3.411 -0.538 -3.258
H -1.112 -1.518 -1.763
H 1.738 -0.770 -2.586
H 1.136 -2.388 -2.151
H 1.172 -1.095 -0.944
H -0.357 -0.355 -4.500
H -1.714 -1.420 -4.105
H -0.079 -2.064 -4.199
I 2.094 4.210 0.565
C 0.496 2.070 2.556
C 0.248 3.098 3.435
C -0.093 2.818 4.777
C -0.189 1.528 5.247
C 0.054 0.437 4.382
C -0.072 -0.931 4.725
C 0.122 -1.883 3.757
C 0.502 -1.550 2.432
C 0.667 -0.242 2.038
C 0.409 0.742 3.044
H 0.321 4.129 3.106
H -0.292 3.641 5.458
H -0.468 1.339 6.280
H -0.364 -1.215 5.731
H -0.035 -2.929 4.005
H 0.578 -2.371 1.729
C -0.478 1.034 -0.224
Ge -2.929 -2.036 0.365
C -4.601 -2.568 -0.686
C -5.900 -2.624 -0.175
C -6.982 -3.016 -0.955
C -6.794 -3.371 -2.285
C -5.514 -3.331 -2.821
C -4.443 -2.933 -2.026
C -3.623 -0.418 1.325
C -2.853 0.075 2.384
C -3.116 1.300 2.980
C -4.177 2.077 2.526
C -4.958 1.613 1.476
C -4.679 0.385 0.884
C -3.180 -3.420 1.827
C -2.854 -4.745 1.516
C -2.938 -5.768 2.451
C -3.341 -5.490 3.752
C -3.661 -4.183 4.091
C -3.584 -3.170 3.140
H -1.209 1.671 0.285
H -6.069 -2.357 0.864
H -7.977 -3.048 -0.523
H -7.637 -3.674 -2.896
H -5.350 -3.607 -3.858
H -3.444 -2.908 -2.455
H -1.996 -0.496 2.728
H -2.471 1.656 3.775
H -4.379 3.043 2.975
H -5.782 2.216 1.106
H -5.298 0.049 0.056
H -2.518 -4.981 0.509
H -2.680 -6.784 2.167
H -3.398 -6.282 4.491
H -3.972 -3.947 5.103
H -3.842 -2.159 3.434
*
```

ORCA calculation (ωB97M-V/def2-TZVPD) on a structure of composition C17H28N2NiSi.

Its LUMO energy (spin up / spin down) is 0.8 / 0.3 eV. The calculation puts the total energy at -2571.77722 Eh. The value obtained for the frontier orbital gap (spin up / spin down) is 7.76 / 7.86 eV. The maximum force comes out at 0.138 Eh/bohr. For the HOMO energy (spin up / spin down), the calculation gives -0.2568 / -0.2773 Ha.

ORCA input file:
```
! wB97M-V def2-TZVPD RIJCOSX def2/J DEFGRID3
* xyz 0 3
C 1.869 1.813 -0.764
C -0.689 2.875 0.035
C 1.764 2.546 -1.943
H 2.331 0.830 -0.695
C -1.125 2.081 -1.093
H -1.511 3.309 0.632
H 1.969 3.624 -1.707
H -2.205 1.857 -1.025
C 0.630 2.703 -2.998
H 0.934 2.239 -3.955
H 0.570 3.786 -3.206
C 1.810 2.686 0.459
H 2.734 3.269 0.623
H 1.619 2.137 1.392
C 0.584 3.664 0.199
H 0.777 4.312 -0.667
H 0.501 4.372 1.036
C -0.781 2.223 -2.577
H -1.577 2.801 -3.090
H -0.882 1.220 -3.003
Ni -0.475 1.134 0.209
H 2.758 2.215 -2.355
C 1.166 1.706 3.809
C 0.901 0.361 3.191
C 1.239 -0.789 3.898
C 1.015 -2.048 3.345
C 0.499 -2.132 2.052
C 0.215 -0.933 1.366
N 0.357 0.299 1.959
N -0.255 -0.786 0.103
Si -0.584 -2.070 -1.066
C 0.955 -3.100 -1.265
C -2.008 -3.070 -0.407
C -1.019 -1.245 -2.679
H 2.192 2.051 3.599
H 0.455 2.470 3.473
H 1.090 1.623 4.903
H 1.672 -0.673 4.893
H 1.240 -2.943 3.913
H 0.312 -3.089 1.565
H 1.370 -3.431 -0.305
H 0.713 -3.990 -1.863
H 1.731 -2.531 -1.795
H -2.894 -2.435 -0.271
H -2.257 -3.862 -1.127
H -1.772 -3.538 0.558
H -1.908 -0.608 -2.581
H -0.186 -0.641 -3.062
H -1.242 -2.017 -3.428
*
```

ORCA calculation (ωB97M-V/def2-TZVPD) on a cluster of 6 separate species, C49H64F40N2O5 in total.

Its LUMO energy is 0.2 eV. The calculation puts the total energy at -6385.58638 Eh. The value obtained for the frontier orbital gap is 10.10 eV. The maximum force comes out at 0.127 Eh/bohr. For the HOMO energy, the calculation gives -0.3633 Ha. As for the SMILES: CCCCCCCCCCCCCCCCCCCC[C@@H](C#N)CC#N.FC(F)C(F)(F)COC(F)(F)C(F)F.FC(F)C(F)(F)COC(F)(F)C(F)F.FC(F)C(F)(F)COC(F)(F)C(F)F.FC(F)C(F)(F)COC(F)(F)C(F)F.FC(F)C(F)(F)COC(F)(F)C(F)F.

ORCA input file:
```
! wB97M-V def2-TZVPD RIJCOSX def2/J DEFGRID3
* xyz 0 1
C 1.749 -5.281 4.834
C 2.209 -6.412 3.770
C 3.602 -7.034 4.295
C 4.190 -8.239 3.394
C 3.649 -8.297 1.878
C 2.445 -9.387 1.796
C 1.206 -8.721 1.008
C -0.032 -9.745 0.743
C -1.203 -8.831 0.050
C -2.644 -9.071 0.776
C -3.403 -7.681 1.075
C -2.789 -6.882 2.359
C -3.734 -5.610 2.670
C -3.540 -4.560 1.466
C -2.850 -3.164 1.872
C -1.800 -3.245 3.092
C -0.483 -2.372 2.698
C 0.497 -3.401 1.888
C 2.025 -2.875 1.810
C 2.413 -2.508 0.263
C 3.495 -3.538 -0.346
C 3.306 -3.587 -1.957
N 3.278 -3.706 -3.163
C 5.023 -3.086 -0.044
C 5.907 -4.313 0.523
N 6.710 -5.158 0.847
H 1.779 -5.766 5.882
H 0.672 -4.926 4.607
H 2.516 -4.425 4.819
H 2.453 -5.873 2.774
H 1.400 -7.188 3.538
H 4.405 -6.218 4.490
H 3.374 -7.477 5.344
H 4.013 -9.217 3.982
H 5.335 -8.081 3.332
H 4.507 -8.721 1.219
H 3.374 -7.286 1.421
H 2.165 -9.827 2.816
H 2.814 -10.260 1.128
H 0.739 -7.814 1.556
H 1.623 -8.317 0.013
H -0.401 -10.240 1.726
H 0.344 -10.556 0.001
H -1.272 -9.190 -1.044
H -0.972 -7.713 0.149
H -3.244 -9.752 0.054
H -2.483 -9.687 1.735
H -4.516 -7.945 1.252
H -3.357 -7.064 0.106
H -1.714 -6.537 2.079
H -2.787 -7.644 3.218
H -4.825 -6.005 2.606
H -3.620 -5.176 3.722
H -4.592 -4.330 1.036
H -2.936 -5.003 0.588
H -2.243 -2.816 0.942
H -3.625 -2.318 2.048
H -2.297 -2.692 3.985
H -1.443 -4.297 3.358
H -0.725 -1.430 2.089
H 0.016 -2.040 3.689
H 0.524 -4.410 2.462
H 0.030 -3.624 0.859
H 2.725 -3.737 2.150
H 2.172 -1.978 2.516
H 2.751 -1.415 0.272
H 1.455 -2.547 -0.388
H 3.359 -4.597 0.081
H 5.066 -2.270 0.780
H 5.500 -2.622 -0.980
C 2.467 2.576 -2.989
C 3.614 1.884 -3.755
C 3.918 0.450 -3.325
F 4.310 0.370 -2.038
F 4.937 -0.060 -4.064
F 4.721 2.663 -3.692
F 3.252 1.856 -5.072
O 2.841 3.455 -1.920
C 3.074 2.864 -0.657
C 4.522 3.028 -0.184
F 5.396 2.464 -1.047
F 4.711 2.420 1.014
F 2.670 1.579 -0.681
F 2.243 3.499 0.207
H 1.976 3.234 -3.712
H 1.686 1.873 -2.684
H 3.049 -0.199 -3.466
H 4.784 4.084 -0.082
C 3.690 3.138 -8.084
C 2.199 2.841 -8.350
C 1.916 1.640 -9.251
F 2.425 1.788 -10.488
F 0.577 1.474 -9.408
F 1.603 3.962 -8.825
F 1.620 2.596 -7.136
O 4.296 4.165 -8.879
C 4.796 3.786 -10.146
C 4.067 4.482 -11.300
F 2.746 4.200 -11.299
F 4.552 4.070 -12.498
F 4.787 2.443 -10.253
F 6.101 4.150 -10.154
H 3.741 3.529 -7.064
H 4.298 2.229 -8.060
H 2.315 0.718 -8.817
H 4.179 5.567 -11.236
C -1.434 4.469 2.444
C -1.393 3.136 1.671
C -0.825 3.208 0.254
F -1.548 4.010 -0.552
F -0.836 1.977 -0.325
F -2.633 2.586 1.673
F -0.605 2.282 2.391
O -2.689 5.163 2.461
C -2.970 6.007 1.363
C -4.187 5.540 0.558
F -4.009 4.295 0.061
F -4.408 6.354 -0.506
F -1.863 6.151 0.608
F -3.222 7.229 1.890
H -1.257 4.216 3.493
H -0.604 5.131 2.180
H 0.209 3.561 0.261
H -5.087 5.529 1.177
C 1.638 8.145 6.685
C 2.821 7.695 5.803
C 2.568 7.711 4.295
F 1.577 6.875 3.927
F 3.677 7.301 3.627
F 3.240 6.474 6.216
F 3.854 8.551 6.059
O 0.835 7.110 7.267
C -0.207 6.583 6.470
C -0.008 5.099 6.148
F 1.146 4.883 5.478
F -1.009 4.637 5.355
F -0.364 7.344 5.369
F -1.341 6.737 7.193
H 2.080 8.652 7.547
H 1.026 8.912 6.201
H 2.323 8.718 3.946
H 0.017 4.498 7.060
C -9.122 7.061 -1.553
C -9.397 7.179 -3.066
C -10.252 6.067 -3.673
F -9.679 4.854 -3.560
F -10.428 6.280 -5.003
F -8.217 7.302 -3.721
F -10.056 8.360 -3.259
O -7.860 6.502 -1.166
C -7.777 5.092 -1.096
C -6.783 4.507 -2.104
F -7.123 4.817 -3.376
F -6.757 3.153 -2.027
F -9.011 4.562 -1.203
F -7.360 4.810 0.164
H -9.084 8.086 -1.173
H -9.954 6.600 -1.013
H -11.241 6.030 -3.209
H -5.774 4.885 -1.924
*
```

ORCA calculation (ωB97M-V/def2-TZVPD) on a structure of composition C27H37NO5SSiTi.

Its LUMO energy is -10.4 eV. The calculation puts the total energy at -3018.33126 Eh. The value obtained for the frontier orbital gap is 3.34 eV. The maximum force comes out at 0.059 Eh/bohr. For the HOMO energy, the calculation gives -0.5065 Ha.

ORCA input file:
```
! wB97M-V def2-TZVPD RIJCOSX def2/J DEFGRID3
* xyz 2 1
C -2.521 6.086 -1.005
Si -2.330 4.243 -1.318
C -2.365 3.333 0.325
C -3.735 3.600 -2.460
C -3.868 2.056 -2.450
C -2.731 1.473 -3.268
C -2.625 -0.073 -3.290
C -1.359 -0.418 -2.472
C -1.412 -1.888 -1.996
C -0.674 -2.138 -0.662
C -0.050 -3.562 -0.703
C -0.051 -4.276 0.619
C -1.117 -5.002 1.089
C -1.089 -5.678 2.284
C 0.039 -5.669 3.074
C 1.092 -4.941 2.616
C 1.064 -4.252 1.418
C 2.402 -3.567 1.238
O 2.823 -3.100 0.201
N 3.065 -3.603 2.499
C 2.726 -2.430 3.381
C 3.971 -1.581 3.729
C 4.122 -1.332 5.250
S 3.940 0.396 5.720
O 4.699 0.643 6.901
O 2.544 0.625 5.912
O 4.462 1.339 4.540
C 2.480 -4.727 3.194
O 2.980 -5.414 4.047
C -0.672 3.933 -2.294
C 0.237 3.056 -1.742
C 1.429 2.737 -2.394
C 1.684 3.350 -3.645
C 0.763 4.235 -4.174
C -0.401 4.538 -3.532
H -1.562 6.544 -0.751
H -2.995 6.597 -1.846
H -3.190 6.210 -0.149
H -2.107 2.277 0.178
H -1.615 3.763 0.995
H -3.359 3.407 0.769
H -4.672 4.016 -2.065
H -3.650 4.002 -3.474
H -3.899 1.590 -1.462
H -4.801 1.766 -2.949
H -1.820 1.820 -2.797
H -2.747 1.884 -4.283
H -3.463 -0.566 -2.798
H -2.527 -0.432 -4.317
H -0.526 -0.332 -3.210
H -1.193 0.302 -1.676
H -2.423 -2.294 -1.991
H -0.869 -2.484 -2.745
H 0.156 -1.418 -0.619
H -1.319 -1.991 0.205
H -0.685 -4.152 -1.378
H 0.929 -3.519 -1.176
H -2.025 -5.055 0.494
H -1.961 -6.243 2.587
H 0.121 -6.206 4.010
H 1.916 -1.844 2.939
H 2.368 -2.836 4.329
H 4.864 -2.072 3.350
H 3.882 -0.602 3.252
H 5.119 -1.617 5.592
H 3.412 -1.896 5.853
H 5.409 1.480 4.702
H 0.068 2.555 -0.795
H 2.153 2.048 -1.950
H 2.593 3.163 -4.237
H 0.937 4.695 -5.141
H -1.117 5.233 -3.954
Ti 1.073 0.217 -4.123
*
```

ORCA calculation (ωB97M-V/def2-TZVPD) on a cluster of 13 separate species, C4H35N2O12 in total.

Its LUMO energy (spin up / spin down) is 0.3 / 0.2 eV. The calculation puts the total energy at -1185.66246 Eh. The value obtained for the frontier orbital gap (spin up / spin down) is 2.40 / 8.87 eV. The maximum force comes out at 0.059 Eh/bohr. For the HOMO energy (spin up / spin down), the calculation gives -0.0769 / -0.3198 Ha.

ORCA input file:
```
! wB97M-V def2-TZVPD RIJCOSX def2/J DEFGRID3
* xyz 0 2
C 0.281 -1.529 1.635
C 1.266 -1.690 0.458
C 1.430 -3.059 -0.095
C 0.877 -4.182 0.379
N 2.326 -3.086 -1.178
N -1.037 -1.197 1.005
H 0.185 -2.316 2.383
H 0.609 -0.711 2.293
H 1.082 -0.828 -0.175
H 2.210 -1.382 0.934
H 0.881 -5.121 -0.147
H 0.245 -4.108 1.252
H 2.735 -3.987 -1.332
H 3.048 -2.400 -1.039
H -1.299 -1.734 0.185
H -1.833 -1.212 1.673
H -1.067 -0.235 0.626
H 5.392 -0.532 -0.947
H 4.647 -0.482 -2.389
O 4.559 -0.636 -1.456
H -0.083 3.039 2.762
H -0.888 2.272 1.806
O -0.819 2.439 2.761
H 2.932 1.793 3.961
H 1.376 1.651 3.832
O 2.157 2.186 3.561
H -1.257 3.114 -2.916
H -2.319 2.682 -4.142
O -2.115 2.682 -3.204
H 1.117 3.425 -2.571
H 0.748 4.847 -2.887
O 0.389 3.946 -2.995
H -1.359 -3.527 -1.347
H -2.691 -3.395 -1.998
O -2.083 -2.889 -1.492
H -3.312 1.806 -2.255
H -4.377 2.176 -1.170
O -3.918 1.428 -1.575
H 3.944 1.991 0.084
H 3.413 0.905 -0.976
O 3.330 1.841 -0.650
H -0.752 0.261 -2.356
H -1.719 -0.908 -2.047
O -0.963 -0.427 -1.701
H -0.498 0.094 4.570
H -0.430 1.115 3.466
O 0.086 0.346 3.881
H -4.504 -0.337 0.889
H -3.424 0.172 0.033
O -3.558 -0.416 0.778
H -1.924 2.725 0.233
H -1.609 1.503 -0.637
O -1.430 1.886 0.233
*
```